Entry from the OMol25 dataset: a cluster of 15 separate species, C49H68FN15O4S in total (the ωB97M-V functional and the def2-TZVPD basis).

```
138
Properties=species:S:1:pos:R:3:lowdin_charge:R:1
C 4.893 -5.642 2.327 -0.10
C 5.609 -4.407 1.761 -0.23
C 4.714 -3.163 1.763 -0.17
N 4.833 -2.426 0.460 0.05
C 3.689 -1.707 0.123 -0.15
C 3.025 -1.788 -1.042 -0.08
C 3.396 -2.706 -2.165 -0.05
C 4.765 -2.444 -2.769 -0.49
O 5.426 -3.296 -3.281 0.13
O 5.203 -1.143 -2.683 0.08
C 1.826 -0.932 -1.195 -0.29
O 1.485 -0.448 -2.251 0.12
C 1.041 -0.728 0.061 -0.06
C -0.339 -0.696 0.015 0.06
C -1.058 -0.584 1.200 -0.16
C -2.570 -0.634 1.131 -0.30
F -2.978 -0.391 -0.182 -0.04
C -3.165 -1.958 1.657 -0.18
C -3.747 -2.880 0.568 -0.08
C -0.374 -0.464 2.420 -0.43
S -1.375 -0.281 3.886 0.85
C 1.036 -0.460 2.482 -0.14
C 1.763 -0.324 3.796 -0.16
C 2.455 1.037 4.014 -0.22
C 3.868 0.923 4.629 -0.10
C 1.723 -0.616 1.273 -0.03
C 3.208 -0.734 1.172 -0.25
O 4.002 -0.107 1.829 0.14
H 4.145 -5.359 3.071 0.07
H 4.349 -6.166 1.538 0.07
H 5.594 -6.304 2.823 0.03
H 6.441 -4.209 2.437 0.07
H 5.964 -4.623 0.752 0.11
H 4.970 -2.486 2.574 0.11
H 3.670 -3.478 1.869 0.12
H 5.006 -3.140 -0.240 0.10
H 2.636 -2.677 -2.944 0.09
H 3.452 -3.728 -1.781 0.13
H 5.899 -1.092 -2.017 0.10
H -0.838 -0.783 -0.939 0.13
H -2.951 0.192 1.733 0.12
H -2.370 -2.499 2.168 0.10
H -3.926 -1.748 2.406 0.10
H -3.079 -3.711 0.344 0.07
H -4.664 -3.335 0.948 0.07
H -4.017 -2.353 -0.341 0.06
H -1.050 -1.398 4.548 -0.10
H 2.461 -1.160 3.894 0.12
H 1.035 -0.447 4.593 0.06
H 2.572 1.537 3.054 0.10
H 1.835 1.657 4.660 0.08
H 3.884 1.268 5.663 0.07
H 4.215 -0.111 4.641 0.06
H 4.591 1.484 4.042 0.06
C -0.553 -2.955 -4.107 -0.12
C 0.073 -3.701 -3.030 -0.31
N 0.555 -4.263 -2.153 0.15
H -0.692 -3.579 -4.986 0.07
H -1.530 -2.584 -3.801 0.07
H 0.063 -2.107 -4.399 0.07
C -1.514 0.698 -5.701 -0.08
C -2.154 -0.583 -5.954 -0.28
N -2.645 -1.603 -6.141 0.14
H -2.048 1.502 -6.203 0.06
H -1.493 0.915 -4.633 0.07
H -0.489 0.698 -6.067 0.08
C -2.066 3.751 3.254 -0.09
C -1.185 3.443 4.369 -0.29
N -0.484 3.158 5.233 0.13
H -2.314 4.810 3.227 0.08
H -1.590 3.500 2.308 0.04
H -2.996 3.190 3.327 0.05
C -4.444 1.418 -2.649 -0.06
C -5.202 2.660 -2.657 -0.28
N -5.788 3.647 -2.656 0.13
H -3.913 1.294 -1.707 0.07
H -5.106 0.563 -2.779 0.09
H -3.714 1.412 -3.457 0.06
C -1.903 3.869 -8.483 -0.07
C -1.317 2.557 -8.724 -0.29
N -0.857 1.524 -8.912 0.15
H -2.987 3.794 -8.410 0.08
H -1.521 4.293 -7.556 0.08
H -1.659 4.548 -9.298 0.08
C 3.112 -6.175 -5.617 -0.06
C 2.521 -4.877 -5.335 -0.22
N 2.059 -3.854 -5.103 0.17
H 3.673 -6.538 -4.758 0.09
H 2.341 -6.908 -5.851 0.08
H 3.796 -6.119 -6.461 0.06
C -5.704 4.490 5.098 -0.10
C -5.570 4.122 3.701 -0.30
N -5.404 3.875 2.592 0.13
H -6.583 4.025 5.541 0.07
H -4.823 4.191 5.659 0.03
H -5.809 5.568 5.203 0.08
C -2.800 3.191 8.923 -0.06
C -3.134 4.275 8.013 -0.27
N -3.379 5.121 7.277 0.14
H -2.036 2.554 8.480 0.08
H -2.418 3.588 9.861 0.08
H -3.679 2.586 9.135 0.08
C 2.743 -8.735 -9.025 -0.07
C 3.937 -8.494 -8.226 -0.28
N 4.875 -8.302 -7.595 0.14
H 2.408 -7.812 -9.494 0.08
H 2.951 -9.464 -9.806 0.08
H 1.938 -9.119 -8.401 0.08
C -8.651 6.542 2.221 -0.09
C -8.684 5.777 3.459 -0.27
N -8.699 5.167 4.432 0.14
H -7.755 6.298 1.651 0.08
H -9.517 6.323 1.604 0.07
H -8.645 7.606 2.431 0.05
C 9.378 -5.366 2.750 -0.07
C 8.317 -5.884 3.600 -0.28
N 7.462 -6.280 4.254 0.14
H 8.954 -4.811 1.915 0.07
H 10.019 -4.690 3.314 0.08
H 9.986 -6.181 2.360 0.08
C -9.993 11.112 1.278 -0.07
C -9.821 9.758 0.773 -0.26
N -9.686 8.690 0.376 0.15
H -9.721 11.839 0.516 0.08
H -11.030 11.281 1.564 0.08
H -9.363 11.275 2.151 0.08
C 7.526 -0.239 0.657 -0.06
C 7.969 -1.175 1.675 -0.26
N 8.276 -1.905 2.505 0.14
H 8.285 -0.120 -0.115 0.08
H 6.608 -0.610 0.204 0.04
H 7.321 0.734 1.100 0.09
C -2.664 5.338 -1.746 -0.07
C -1.797 5.067 -0.611 -0.26
N -1.113 4.832 0.280 0.14
H -2.913 6.396 -1.809 0.08
H -2.174 5.052 -2.676 0.08
H -3.596 4.781 -1.669 0.05
```

Calculated total energy (eV): -96006.165
HOMO-LUMO gap (eV): 8.16
E_HOMO (eV): -8.6698
Maximum force (eV/Å): 0.98